DFT (ωB97M-V/def2-TZVPD) results for a structure of composition C8H19BNO9V.

XYZ file:
```
39
Properties=species:S:1:pos:R:3:mulliken_charge:R:1
O -0.056 0.657 -0.246 -0.58
V -0.797 1.881 -0.965 0.43
C 0.989 2.879 -2.693 0.70
O 0.474 3.721 -3.361 -0.57
O 0.378 1.840 -2.906 -0.61
O 0.857 3.152 -1.489 -0.70
C -2.938 1.472 -2.619 0.87
O -2.494 0.801 -1.687 -0.71
O -2.839 1.195 -3.810 -0.73
O -2.426 2.591 -2.452 -0.73
B -1.333 3.299 0.640 0.43
H -1.342 3.990 -0.190 -0.13
H -1.483 3.921 1.508 -0.35
H -2.093 2.568 0.411 -0.05
H -0.372 2.811 0.697 -0.19
C 3.297 0.277 -1.233 -0.70
O 2.216 -0.537 -0.842 0.08
C 2.592 -1.876 -0.568 -1.03
C 1.395 -2.758 -0.305 -0.57
N 0.959 -2.433 1.051 -0.49
C -0.268 -3.033 1.445 -0.63
C -0.895 -2.242 2.574 -0.80
O -1.292 -0.970 1.978 -0.08
C -2.251 -0.256 2.763 -0.80
H 2.864 1.192 -1.638 -0.03
H 3.898 -0.203 -2.005 0.32
H 4.001 0.434 -0.416 0.32
H 3.247 -1.930 0.301 0.39
H 3.174 -2.362 -1.351 0.46
H 1.643 -3.819 -0.325 0.45
H 0.644 -2.584 -1.075 0.38
H 0.756 -1.444 1.033 0.35
H -0.058 -4.033 1.823 0.36
H -0.978 -3.098 0.620 0.40
H -0.223 -2.130 3.425 0.35
H -1.773 -2.803 2.893 0.44
H -1.803 -0.138 3.750 0.34
H -3.207 -0.754 2.927 0.29
H -2.465 0.724 2.337 0.12
```

Output
Charge: -3
Lowest unoccupied orbital energy (spin up / spin down): 6.706 / 6.705 eV
Energy relative to the best compared isomer or geometry (same formula, charge and spin): 169.0 kcal/mol
Kohn-Sham gap (spin up / spin down): 2.8 / 2.9 eV
Strongest force on any atom: 0.2441 Eh/bohr
Multiplicity: 2
DFT total energy: -54872.410 eV